Entry 1:
Below is a structure of composition C3H5O3V in a non-equilibrium geometry, with properties calculated with ωB97M-V with the def2-TZVPD basis set.

Geometry as XYZ:
```
12
Properties=species:S:1:pos:R:3:mulliken_spin:R:1
V -1.4306 0.9143 -1.7394 3.113
O 0.9425 -0.2638 -0.2180 0.011
O 2.1323 0.4351 -1.8256 0.001
O -1.5186 0.0137 -0.2121 -0.082
C -0.6864 0.1416 1.6066 0.002
C -0.3717 -0.7164 0.4232 -0.007
C 0.9260 0.1073 -1.4389 -0.006
H 0.2033 -0.6387 2.0080 -0.011
H 2.0957 0.8926 -2.6744 -0.010
H -1.5791 -0.2265 2.1316 -0.001
H -0.2458 1.1480 1.5718 0.001
H -0.4675 -1.8072 0.3673 -0.010
```

Computed properties:
net charge: +1
2S+1: 4
expectation value of S²: 3.774
HOMO-LUMO gap (alpha / beta): 7.97 / 8.01 eV
LUMO (alpha / beta): -5.18 / -5.31 eV


Entry 2:
Below is a cluster of 2 separate species, C3H5O4PS in total in a non-equilibrium geometry, with properties calculated with ωB97M-V with the def2-TZVPD basis set.

Geometry as XYZ:
```
14
Properties=species:S:1:pos:R:3:nbo_charge:R:1
S -0.0814 -0.4615 2.0249 0.259
P 1.2928 1.0916 1.3382 1.212
O -1.9216 0.7169 -0.6385 -0.852
O -1.4090 -0.8177 -2.2517 -0.777
O -0.2029 0.9866 -1.8568 -0.746
O 0.4199 2.2694 0.7035 -0.944
C 0.1511 -1.8577 0.7416 -0.324
C -1.2505 0.2241 -1.5770 0.926
C 0.2802 -2.7364 -0.3763 -0.023
H 2.0675 0.5411 0.2312 0.061
H -1.4264 0.0180 1.9629 0.327
H 0.3206 -3.1232 -1.5048 0.356
H 2.2113 1.5245 2.3599 0.024
H -0.4516 1.6241 -1.1570 0.502
```

Computed properties:
net charge: 0
HOMO-LUMO gap: 4.77 eV
LUMO: -2.79 eV


Entry 3:
Below is a structure of composition C3H5O4Sc in a non-equilibrium geometry, with properties calculated with ωB97M-V with the def2-TZVPD basis set.

Geometry as XYZ:
```
13
Properties=species:S:1:pos:R:3:nbo_charge:R:1
Sc -0.0611 0.9470 -0.1077 2.323
O -0.5088 4.7067 -0.2017 -0.427
O -0.1140 -0.9383 0.6646 -0.779
O 0.5695 2.7828 -0.7252 -0.763
O -1.1786 2.6567 0.5340 -0.839
C -0.3167 3.5159 -0.1780 0.930
C 0.1332 -2.1389 0.5884 0.601
C 0.7754 -2.8046 -0.5556 -0.755
H 0.0646 -3.5831 -0.8928 0.327
H 1.6581 -3.3499 -0.1858 0.329
H 1.0166 -2.1222 -1.3756 0.238
H -0.1207 -2.7652 1.4624 0.226
H -1.9175 3.0932 0.9729 0.588
```

Computed properties:
net charge: +2
HOMO-LUMO gap: 7.56 eV
LUMO: -11.65 eV


Q: Which energy values were calculated for the entries above? A: -35009.7479 -31496.6862 -32064.9882, in eV.